1.
This record from the OMol25 dataset describes a molecular structure, C13H21AlF16NO3P2S. The level of theory is ωB97M-V with the def2-TZVPD basis set.

```
58
Properties=species:S:1:pos:R:3:lowdin_charge:R:1
C -1.5694 -0.2808 -1.2157 -0.067
C -0.4372 -1.2287 -1.5699 -0.302
O 0.8079 -0.5660 -1.5793 -0.301
C 1.5085 -0.5784 -0.3257 -0.321
Al 2.5834 1.0883 0.0448 0.130
P 2.2152 2.8594 -1.5236 0.496
N 2.0248 2.3485 -3.0391 -0.426
P 1.8094 1.9548 2.1716 0.145
S 2.0962 3.9405 2.2650 -0.153
H -1.5919 0.5461 -1.9299 0.084
H -1.4160 0.1473 -0.2218 0.058
H -2.5362 -0.7922 -1.2325 0.075
H -0.4079 -2.0764 -0.8662 0.123
H -0.5922 -1.6398 -2.5754 0.106
H 2.1726 -1.4612 -0.2873 0.044
H 0.7775 -0.7127 0.4914 0.052
H 4.1569 0.8254 0.1520 -0.102
H 1.1700 3.7079 -1.0689 -0.088
H 3.2848 3.7719 -1.3632 -0.069
H 2.6661 2.8130 -3.6722 -0.082
H 0.4511 1.6485 2.3953 -0.127
H 2.3751 1.3370 3.3080 -0.106
C 2.3561 -2.7433 -2.7462 -0.032
C 3.6027 -2.1069 -3.3552 -0.430
C 3.3868 -0.8462 -4.2067 -0.292
F 2.6427 -1.1496 -5.2976 0.084
F 4.5938 -0.4101 -4.6438 0.084
F 4.3281 -3.0257 -4.0326 0.124
F 4.3507 -1.6657 -2.2990 0.093
O 1.8349 -3.8775 -3.4377 0.056
C 0.8776 -3.7843 -4.3860 -0.556
C 1.3397 -4.3895 -5.7249 -0.290
F 2.4121 -3.7347 -6.2022 0.104
F 0.3384 -4.2792 -6.6310 0.087
F 0.4078 -2.5414 -4.5542 0.157
F -0.1807 -4.5581 -3.9937 0.116
H 2.6896 -3.1410 -1.7891 0.146
H 1.6075 -1.9796 -2.5461 0.098
H 2.8968 -0.0578 -3.6227 0.140
H 1.5839 -5.4439 -5.5852 0.170
C -3.0114 3.1110 4.5723 -0.029
C -2.5596 2.1588 3.4591 -0.451
C -3.6500 1.4620 2.6347 -0.304
F -4.4026 0.6640 3.4248 0.090
F -3.0684 0.6943 1.6944 0.101
F -1.6962 1.2455 3.9389 0.132
F -1.9015 2.9456 2.5597 0.094
O -3.0113 2.5792 5.8867 0.056
C -4.0935 1.9848 6.4456 -0.552
C -3.7921 0.5407 6.8870 -0.288
F -3.4416 -0.2109 5.8299 0.106
F -4.9109 0.0114 7.4345 0.093
F -5.1835 2.0339 5.6604 0.149
F -4.3997 2.6620 7.5866 0.128
H -2.2461 3.8857 4.5875 0.154
H -3.9653 3.5745 4.3201 0.146
H -4.2939 2.1986 2.1484 0.172
H -2.9895 0.5407 7.6260 0.174
```

Output
* HOMO: -4.6 eV
* total charge: -1

---

2.
This record from the OMol25 dataset describes a single C3H7N3O molecule. The level of theory is ωB97M-V with the def2-TZVPD basis set.

```
14
Properties=species:S:1:pos:R:3:lowdin_charge:R:1
C -0.4705 1.9477 -0.4306 -0.096
N -0.9737 0.5787 -0.5090 0.010
C -0.1183 -0.3884 0.0128 -0.564
O 1.1094 -0.0042 0.7088 -0.015
N -0.4249 -1.3488 1.1094 0.129
C 0.9967 -1.4459 0.6809 -0.312
N 0.6028 -1.4757 -0.7445 0.124
H 0.5237 1.9933 -0.8827 0.085
H -0.3865 2.3110 0.6016 0.085
H -1.1406 2.5998 -0.9972 0.081
H -1.8960 0.4875 -0.0996 0.125
H -0.9342 -2.1446 0.7131 0.100
H 1.7666 -2.0581 1.1459 0.148
H 1.3457 -1.0524 -1.3090 0.099
```

Output
* HOMO: -9.5 eV
* energy above the lowest of the compared OMol25 structures with the same formula, charge and spin: 392.8 kJ/mol

---

3.
This record from the OMol25 dataset describes 7 unconnected molecules or ions with the total composition C24H31N6O3S2. The level of theory is ωB97M-V with the def2-TZVPD basis set.

```
66
Properties=species:S:1:pos:R:3:lowdin_charge:R:1
O -2.0295 2.7511 -3.5217 -0.507
S -2.2502 3.4829 -4.8673 0.326
O -1.8140 2.5413 -6.0248 -0.484
O -1.1566 4.8249 -4.8854 -0.532
S -4.1805 4.2909 -5.1096 0.459
H -5.1941 3.3501 -4.7973 -0.125
N -6.1142 4.0626 -2.1368 0.006
C -6.6402 3.6110 -0.9544 -0.140
C -7.9610 3.9969 -0.9014 -0.128
C -8.2430 4.7008 -2.0964 -0.126
C -7.0857 4.7238 -2.8421 -0.159
H -5.1588 3.9281 -2.4415 0.107
H -6.0309 3.0567 -0.2533 0.105
H -8.6476 3.7923 -0.0901 0.085
H -9.1887 5.1427 -2.3826 0.085
H -6.8706 5.1541 -3.8111 0.088
N 0.9256 2.0100 -2.2965 0.021
C 1.3244 2.7527 -3.3772 -0.103
C 2.7011 2.7639 -3.4013 -0.111
C 3.1484 1.9960 -2.2997 -0.132
C 2.0312 1.5401 -1.6364 -0.173
H -0.0342 1.8351 -2.0285 0.131
H 0.5963 3.2098 -4.0338 0.088
H 3.3168 3.2695 -4.1338 0.088
H 4.1750 1.7965 -2.0207 0.076
H 1.9286 0.9243 -0.7529 0.072
N -0.0362 -1.0013 0.3666 0.015
C 0.1052 -2.2011 1.0140 -0.138
C -0.8593 -2.2721 1.9942 -0.120
C -1.6128 -1.0756 1.9318 -0.136
C -1.0848 -0.3105 0.9161 -0.127
H 0.5420 -0.6769 -0.3977 0.124
H 0.8791 -2.8990 0.7236 0.105
H -1.0053 -3.0972 2.6793 0.089
H -2.4508 -0.8019 2.5598 0.082
H -1.3639 0.6644 0.5392 0.112
N -5.0716 -2.2915 1.9921 0.010
C -6.1531 -2.6872 1.2490 -0.138
C -7.1817 -2.9795 2.1166 -0.124
C -6.7056 -2.7461 3.4289 -0.126
C -5.4009 -2.3193 3.3224 -0.148
H -4.1717 -2.0204 1.6176 0.120
H -6.0979 -2.7283 0.1694 0.107
H -8.1688 -3.3224 1.8347 0.087
H -7.2555 -2.8749 4.3522 0.086
H -4.6801 -2.0349 4.0773 0.102
N 7.3738 -0.4603 1.0606 -0.013
C 6.0581 -0.8114 0.9046 -0.139
C 5.3304 0.3410 0.7083 -0.101
C 6.2401 1.4249 0.7412 -0.108
C 7.4951 0.9011 0.9572 -0.143
H 8.1360 -1.1049 1.2253 0.126
H 5.7530 -1.8483 0.9481 0.091
H 4.2602 0.3952 0.5566 0.087
H 6.0051 2.4744 0.6197 0.095
H 8.4612 1.3794 1.0473 0.102
N 8.2202 -4.5776 2.8508 -0.002
C 7.2280 -3.7597 2.3763 -0.137
C 6.0371 -4.4468 2.4529 -0.106
C 6.3202 -5.7218 2.9983 -0.112
C 7.6752 -5.7744 3.2373 -0.144
H 9.2010 -4.3356 2.9077 0.148
H 7.4539 -2.7621 2.0242 0.068
H 5.0688 -4.0700 2.1499 0.093
H 5.6118 -6.5159 3.1961 0.092
H 8.2968 -6.5593 3.6470 0.104
```

Output
* HOMO: -5.5 eV
* total charge: -1

---

4.
This record from the OMol25 dataset describes 4 unconnected molecules or ions with the total composition C27H76FN9O3P5S. The level of theory is ωB97M-V with the def2-TZVPD basis set.

```
122
Properties=species:S:1:pos:R:3:lowdin_charge:R:1
C 0.1573 5.1281 0.3329 -0.110
C -1.3465 4.7769 0.4848 -0.248
C -1.7754 3.6285 -0.4454 -0.219
C -3.2793 3.5689 -0.7128 -0.210
C -4.1456 3.4717 0.5624 -0.213
C -5.4889 2.8249 0.1328 -0.261
C -6.5266 2.7374 1.2919 -0.309
P -7.6775 4.1187 1.3272 0.472
F -8.5694 3.9079 2.6147 -0.224
S -6.7179 5.9694 1.5947 0.568
P -9.0484 4.1646 -0.3712 0.764
C -10.7867 4.1759 0.3116 -0.293
C -8.8741 5.8723 -1.1113 -0.326
H 0.2829 6.1918 0.1081 0.064
H 0.6595 4.5476 -0.4451 0.058
H 0.6969 4.9297 1.2632 0.064
H -1.9169 5.6663 0.1890 0.102
H -1.5131 4.5122 1.5333 0.101
H -1.4125 2.6553 -0.0967 0.095
H -1.2640 3.8030 -1.4022 0.115
H -3.4655 2.6448 -1.2810 0.103
H -3.6548 4.4034 -1.3199 0.117
H -4.3369 4.4355 1.0447 0.072
H -3.6548 2.7717 1.2508 0.126
H -5.2282 1.7939 -0.1273 0.099
H -5.8619 3.3224 -0.7708 0.098
H -5.9605 2.7727 2.2318 0.108
H -7.0788 1.7944 1.2168 0.107
H -7.2076 6.4412 2.7723 -0.118
H -11.4273 3.5674 -0.3249 0.042
H -10.7892 3.8193 1.3451 0.030
H -11.1546 5.2063 0.3445 0.046
H -9.6629 5.9383 -1.8648 0.049
H -7.8825 6.0137 -1.5384 0.035
H -9.0789 6.5917 -0.3135 0.026
O 1.2395 1.8833 0.3438 -0.285
P 2.1893 0.8174 0.8722 0.792
N 3.0581 0.5280 -0.5869 -0.341
C 2.8968 -0.5030 -1.5861 -0.136
C 3.9109 1.6137 -1.0461 -0.126
N 0.9624 -0.3227 1.3374 -0.317
C 0.5321 -1.4405 0.5165 -0.141
C -0.2192 0.3065 1.9279 -0.158
N 3.3791 -0.1242 1.8106 -0.326
C 4.2883 0.7121 2.6006 -0.141
C 4.0565 -1.3151 1.3702 -0.123
H 3.8780 -0.9133 -1.8561 0.086
H 2.4249 -0.1226 -2.5024 0.081
H 2.3074 -1.3482 -1.2417 0.044
H 4.9497 1.4628 -0.7246 0.076
H 3.5753 2.5783 -0.6581 0.068
H 3.9007 1.7010 -2.1349 0.081
H 0.3034 -1.1439 -0.5166 0.074
H -0.3693 -1.8977 0.9278 0.079
H 1.2679 -2.2481 0.5100 0.065
H -0.9171 0.6779 1.1652 0.064
H 0.0621 1.1483 2.5611 0.070
H -0.7464 -0.4088 2.5632 0.080
H 5.1046 1.1211 1.9895 0.076
H 4.7251 0.1467 3.4270 0.078
H 3.7451 1.5567 3.0394 0.073
H 4.9400 -1.0971 0.7550 0.088
H 3.4169 -1.9985 0.8139 0.066
H 4.3926 -1.8726 2.2463 0.066
O -4.2246 -0.0458 -1.9792 -0.295
P -4.6813 -1.0098 -3.0718 0.791
N -3.3117 -0.8738 -4.1010 -0.341
C -3.1025 -0.0664 -5.2830 -0.131
C -2.0699 -1.4363 -3.5875 -0.122
N -6.1240 -0.1403 -3.4959 -0.318
C -6.2265 0.7983 -4.6000 -0.136
C -6.7988 0.4190 -2.3315 -0.166
N -5.2872 -2.4102 -4.0005 -0.333
C -5.0852 -3.6911 -3.3156 -0.146
C -5.1953 -2.5853 -5.4255 -0.124
H -2.6383 -0.6752 -6.0683 0.087
H -2.4470 0.7919 -5.0879 0.085
H -4.0242 0.3174 -5.7117 0.046
H -1.9089 -2.4523 -3.9705 0.077
H -2.0724 -1.4844 -2.4962 0.064
H -1.2072 -0.8270 -3.8650 0.083
H -5.4098 1.5326 -4.6082 0.081
H -7.1624 1.3567 -4.5470 0.079
H -6.2688 0.2890 -5.5650 0.067
H -6.3450 1.3694 -2.0264 0.051
H -6.7451 -0.2665 -1.4844 0.072
H -7.8592 0.5842 -2.5377 0.081
H -4.0587 -4.0635 -3.4366 0.075
H -5.7757 -4.4510 -3.6888 0.080
H -5.2756 -3.5841 -2.2423 0.074
H -4.2234 -2.9885 -5.7438 0.089
H -5.3820 -1.6715 -5.9853 0.063
H -5.9707 -3.2900 -5.7367 0.096
O 7.0809 -2.3773 2.4366 -0.286
P 8.1110 -3.2334 3.1614 0.788
N 9.1247 -3.5755 1.8118 -0.343
C 9.1781 -4.7340 0.9488 -0.135
C 9.8649 -2.4469 1.2681 -0.128
N 7.0115 -4.4655 3.6954 -0.320
C 6.7976 -5.7254 3.0041 -0.141
C 5.7135 -3.9410 4.1236 -0.154
N 9.3350 -3.8799 4.2907 -0.334
C 10.0608 -2.8348 5.0185 -0.149
C 10.1907 -5.0107 4.0554 -0.128
H 10.2224 -5.0351 0.7978 0.085
H 8.7366 -4.5373 -0.0370 0.085
H 8.6763 -5.6037 1.3635 0.045
H 10.8855 -2.4123 1.6716 0.075
H 9.3779 -1.4978 1.5031 0.069
H 9.9312 -2.4958 0.1790 0.082
H 6.6150 -5.5931 1.9293 0.081
H 5.9342 -6.2498 3.4155 0.081
H 7.6304 -6.4175 3.1501 0.064
H 5.0366 -3.7688 3.2779 0.065
H 5.8298 -2.9970 4.6563 0.071
H 5.2364 -4.6397 4.8134 0.082
H 10.8642 -2.3939 4.4113 0.074
H 10.4985 -3.2268 5.9399 0.078
H 9.3799 -2.0267 5.3058 0.074
H 11.0868 -4.7531 3.4719 0.088
H 9.6876 -5.8357 3.5561 0.063
H 10.5192 -5.4023 5.0218 0.094
```

Output
* HOMO: -8.7 eV
* total charge: +1

---

5.
This record from the OMol25 dataset describes a single C6H12N2 molecule. The level of theory is ωB97M-V with the def2-TZVPD basis set.

```
20
Properties=species:S:1:pos:R:3:lowdin_charge:R:1
C -0.0959 0.1044 -2.0876 -0.089
C -1.0076 -0.2149 -0.8878 -0.164
C -0.2687 0.2642 0.4524 -0.529
C 0.0800 1.8423 0.2608 -0.015
C -1.1186 0.1756 1.6553 -0.192
N -1.6223 -0.0068 2.6787 0.155
N 0.9674 -0.3643 0.7420 -0.096
C 1.0657 -1.8268 0.8289 -0.080
H -0.5052 1.0501 -2.3431 0.064
H -0.1476 -0.6622 -2.8468 0.081
H 0.8321 0.2378 -1.6483 0.031
H -2.0204 0.2382 -1.1179 0.134
H -1.2084 -1.2366 -0.7345 0.076
H 0.7421 1.8955 -0.6302 0.080
H -0.8793 2.4791 0.2769 0.115
H 0.4873 2.2333 1.1466 0.047
H 1.3260 0.0453 1.6100 0.127
H 1.0054 -2.1682 -0.1840 0.070
H 2.0509 -1.8177 1.2248 0.069
H 0.3170 -2.2684 1.6038 0.116
```

Output
* HOMO: -9.5 eV
* SMILES string: CC[C@@](C)(C#N)NC
* energy above the lowest of the compared OMol25 structures with the same formula, charge and spin: 169.1 kJ/mol

---

It is found that the lowest unoccupied orbital energy values, taken in the order of the records, are 2.2; 1.0; 1.7; -4.0; 0.9 eV.
It is found that the strongest force on any atom values, taken in the order of the records, are 0.691; 0.761; 9.285; 6.835; 3.728 eV/Å.